40
Properties=species:S:1:pos:R:3 method="wB97M-V/def2-TZVPD" relative_energy_kcal_mol=32.8 multiplicity=1 orbital_gap_ha=0.379 e_tot_ev=-21893.5278 homo_energy_ev=-13.09 fmax_ev_per_a=2.49 lumo_ev=-2.8 charge=+1
C 1.377 -1.507 2.201
N 2.466 -1.719 1.264
C 0.293 -0.533 1.552
N 1.038 0.394 0.669
C -1.701 0.924 2.257
C -0.396 0.259 2.646
H 1.719 -1.037 3.123
H 0.837 -2.416 2.474
H 3.327 -1.951 1.729
H 2.176 -2.350 0.530
H -0.324 -1.284 1.065
H 0.968 0.189 -0.342
H 0.654 1.362 0.640
H 1.998 0.486 0.991
H -1.920 1.842 2.788
H -2.552 0.250 2.314
H -1.653 1.237 1.209
H 0.366 0.900 3.103
H -0.545 -0.426 3.490
H -3.101 -1.320 -0.018
H -3.144 -1.529 -1.589
O -2.852 -0.954 -0.873
H 3.153 -1.852 -1.372
H 2.724 -2.283 -2.732
O 2.629 -2.538 -1.806
H 0.622 2.581 -1.016
H 1.566 3.502 -0.170
O 0.724 3.035 -0.160
H -0.208 0.928 -2.139
H -1.051 -0.409 -1.943
O -0.292 0.094 -1.637
H -0.415 -3.182 -2.089
H -1.066 -2.112 -1.289
O -1.267 -2.968 -1.685
H 1.120 2.709 -3.300
H -0.431 2.996 -3.045
O 0.314 2.413 -2.864
H -2.811 2.468 -1.845
H -2.185 1.422 -0.989
O -2.156 2.380 -1.141



71
Properties=species:S:1:pos:R:3 method="wB97M-V/def2-TZVPD" relative_energy_kcal_mol=5.8 multiplicity=3 orbital_gap_ha="0.225 / 0.194" s2=2.012 e_tot_ev=-66840.6276 homo_energy_ev="-3.57 / -3.83" fmax_ev_per_a=0.94 lumo_ev="2.5 / 1.4" charge=-1
Pt -0.421 -0.110 -0.490
O -1.157 -0.902 3.687
C -0.929 -0.845 2.473
O -0.311 0.071 1.839
C -1.366 -2.050 1.645
C -2.454 -2.829 2.005
C -2.766 -3.931 1.227
C -1.940 -4.252 0.157
C -0.863 -3.429 -0.119
N -0.597 -2.324 0.588
H -3.032 -2.544 2.874
H -3.636 -4.536 1.455
H -2.124 -5.126 -0.454
H -0.181 -3.644 -0.934
Te -1.136 -0.997 -2.787
C -0.196 0.015 -4.386
C 1.085 0.556 -4.259
C 1.695 1.186 -5.336
C 1.034 1.289 -6.555
C -0.244 0.755 -6.687
C -0.853 0.120 -5.611
H 1.602 0.483 -3.306
H 2.690 1.600 -5.225
H 1.506 1.781 -7.396
H -0.771 0.839 -7.630
H -1.851 -0.294 -5.724
C 2.136 0.224 3.588
N 2.659 -0.378 2.360
C 2.428 -1.812 2.282
C 2.791 0.361 1.227
S 2.418 -0.226 -0.317
N 3.326 1.602 1.403
C 3.347 2.589 0.339
C 4.196 1.926 2.522
H 1.155 -0.195 3.815
H 2.000 1.293 3.461
H 2.810 0.035 4.431
H 2.787 -2.264 3.210
H 2.973 -2.228 1.442
H 1.370 -2.043 2.155
H 2.524 2.417 -0.341
H 4.284 2.539 -0.227
H 3.249 3.583 0.781
H 4.442 1.031 3.084
H 3.743 2.660 3.194
H 5.123 2.353 2.130
C 0.254 3.195 -1.613
Si -0.928 3.091 -0.146
C -1.909 4.706 -0.211
C 0.024 3.236 1.467
N -1.766 1.598 -0.295
C -3.122 1.332 -0.317
C -3.656 0.030 -0.176
C -5.019 -0.221 -0.209
C -5.938 0.801 -0.403
C -5.447 2.093 -0.559
C -4.088 2.355 -0.511
H 1.068 3.916 -1.455
H -0.289 3.491 -2.519
H 0.692 2.210 -1.804
H -1.200 5.533 -0.075
H -2.650 4.771 0.594
H -2.425 4.863 -1.165
H 0.873 3.921 1.358
H 0.390 2.255 1.786
H -0.624 3.620 2.263
H -2.978 -0.791 -0.016
H -5.367 -1.242 -0.087
H -7.002 0.601 -0.433
H -6.138 2.912 -0.728
H -3.743 3.371 -0.642



71
Properties=species:S:1:pos:R:3 method="wB97M-V/def2-TZVPD" multiplicity=7 orbital_gap_ha="0.098 / 0.103" s2=12.039 e_tot_ev=-76707.3421 homo_energy_ev="-13.85 / -13.85" fmax_ev_per_a=5.43 lumo_ev="-11.2 / -11.0" charge=+3
Eu 0.435 1.185 0.466
P -0.046 0.640 -2.004
P -1.772 2.515 0.538
P 2.070 -0.769 0.560
H -1.829 -0.006 1.966
C -0.764 -0.171 2.041
C 0.049 0.771 2.699
H -0.373 1.676 3.141
C -1.191 -0.683 -2.276
C -0.683 2.013 -2.889
C 1.392 0.202 -2.900
C -2.264 2.890 2.188
C -1.764 4.056 -0.279
C -3.120 1.574 -0.130
C 2.479 -1.219 2.209
C 3.583 -0.495 -0.242
C 1.368 -2.258 -0.131
H -0.447 -1.204 1.970
H 1.004 0.481 3.149
H -1.265 -0.764 -3.368
H -2.183 -0.476 -1.854
H -0.837 -1.635 -1.861
H -0.751 1.644 -3.921
H 0.002 2.873 -2.860
H -1.672 2.344 -2.562
H 1.030 0.099 -3.930
H 1.849 -0.739 -2.587
H 2.159 0.993 -2.867
H -3.194 3.449 2.045
H -1.530 3.524 2.710
H -2.460 2.003 2.804
H -2.813 4.296 -0.421
H -1.247 4.066 -1.254
H -1.292 4.812 0.363
H -4.005 2.174 0.113
H -3.208 0.577 0.329
H -3.045 1.455 -1.215
H 3.168 -2.055 2.074
H 1.623 -1.542 2.813
H 2.993 -0.403 2.745
H 4.107 -1.450 -0.164
H 4.164 0.285 0.274
H 3.487 -0.208 -1.298
H 2.114 -3.030 0.088
H 1.218 -2.192 -1.214
H 0.408 -2.529 0.338
C -1.036 -5.898 -2.280
C -2.122 -6.828 -2.348
C -2.568 -7.432 -1.183
C -1.971 -7.147 0.054
C -0.910 -6.239 0.116
C -0.441 -5.614 -1.041
O -0.548 -5.266 -3.367
H -1.055 -5.558 -4.161
H -2.572 -7.037 -3.309
H -3.397 -8.141 -1.238
H -2.335 -7.634 0.966
H -0.439 -6.010 1.070
H 0.385 -4.906 -1.014
N 2.632 7.559 3.171
C 2.262 6.569 2.751
C 1.858 5.325 2.228
C 1.389 5.238 0.897
C 1.229 3.969 0.369
N 1.539 2.902 1.110
C 2.020 2.947 2.335
C 2.211 4.172 2.954
H 1.193 6.132 0.321
H 0.819 3.858 -0.665
H 2.268 2.038 2.926
H 2.643 4.240 3.939



45
Properties=species:S:1:pos:R:3 method="wB97M-V/def2-TZVPD" relative_energy_kcal_mol=0.0 multiplicity=1 orbital_gap_ha=0.258 e_tot_ev=-37432.4407 homo_energy_ev=-7.04 fmax_ev_per_a=0.22 lumo_ev=0.0 charge=0
Na 0.960 -1.138 -1.629
C 1.720 -4.305 -1.464
O 0.901 -3.293 -0.886
C 0.098 -3.621 0.182
C 0.013 -4.905 0.706
C -0.848 -5.170 1.762
C -1.622 -4.157 2.300
C -1.515 -2.870 1.797
C -0.647 -2.572 0.751
N -0.462 -1.260 0.214
N -1.046 -0.378 0.896
C -1.021 0.950 0.564
C -0.337 1.540 -0.539
O 0.422 0.919 -1.353
C -0.529 2.959 -0.740
C -1.265 3.725 0.090
C -1.913 3.170 1.235
C -2.663 3.984 2.106
C -3.287 3.452 3.203
C -3.166 2.075 3.450
C -2.442 1.265 2.612
C -1.792 1.784 1.471
H 1.176 -5.241 -1.570
H 2.620 -4.465 -0.867
H 2.000 -3.943 -2.450
H 0.615 -5.706 0.308
H -0.908 -6.175 2.156
H -2.304 -4.363 3.114
H -2.105 -2.066 2.212
H -0.065 3.381 -1.626
H -1.386 4.785 -0.104
H -2.736 5.044 1.890
H -3.862 4.079 3.871
H -3.649 1.642 4.317
H -2.357 0.210 2.824
N 2.497 2.455 -2.368
C 3.532 2.252 -3.184
N 4.361 3.300 -3.425
N 3.864 1.109 -3.756
C 3.205 0.026 -3.432
N 2.667 -0.972 -3.184
H 2.430 3.340 -1.894
H 1.756 1.772 -2.123
H 4.024 4.239 -3.316
H 5.067 3.141 -4.122



Repeat the fourth record exactly.
45
Properties=species:S:1:pos:R:3 method="wB97M-V/def2-TZVPD" relative_energy_kcal_mol=0.0 multiplicity=1 orbital_gap_ha=0.258 e_tot_ev=-37432.4407 homo_energy_ev=-7.04 fmax_ev_per_a=0.22 lumo_ev=0.0 charge=0
Na 0.960 -1.138 -1.629
C 1.720 -4.305 -1.464
O 0.901 -3.293 -0.886
C 0.098 -3.621 0.182
C 0.013 -4.905 0.706
C -0.848 -5.170 1.762
C -1.622 -4.157 2.300
C -1.515 -2.870 1.797
C -0.647 -2.572 0.751
N -0.462 -1.260 0.214
N -1.046 -0.378 0.896
C -1.021 0.950 0.564
C -0.337 1.540 -0.539
O 0.422 0.919 -1.353
C -0.529 2.959 -0.740
C -1.265 3.725 0.090
C -1.913 3.170 1.235
C -2.663 3.984 2.106
C -3.287 3.452 3.203
C -3.166 2.075 3.450
C -2.442 1.265 2.612
C -1.792 1.784 1.471
H 1.176 -5.241 -1.570
H 2.620 -4.465 -0.867
H 2.000 -3.943 -2.450
H 0.615 -5.706 0.308
H -0.908 -6.175 2.156
H -2.304 -4.363 3.114
H -2.105 -2.066 2.212
H -0.065 3.381 -1.626
H -1.386 4.785 -0.104
H -2.736 5.044 1.890
H -3.862 4.079 3.871
H -3.649 1.642 4.317
H -2.357 0.210 2.824
N 2.497 2.455 -2.368
C 3.532 2.252 -3.184
N 4.361 3.300 -3.425
N 3.864 1.109 -3.756
C 3.205 0.026 -3.432
N 2.667 -0.972 -3.184
H 2.430 3.340 -1.894
H 1.756 1.772 -2.123
H 4.024 4.239 -3.316
H 5.067 3.141 -4.122